The following is a DFT calculation (ωB97M-V with the def2-TZVPD basis set) of the molecule C4H9NO2.

Frontier orbital gap   10.755 eV
LUMO   0.93 eV
SMILES string   CCNC(=O)OC
Relative energy (zero: lowest compared OMol25 entry of this formula, charge and spin)   13.7 kcal per mole
Molar mass   103.121 g mol⁻¹
F_max   0.6 eV/Å
HOMO level   -9.8 eV

Geometry as ORCA input:
```
! wB97M-V def2-TZVPD RIJCOSX def2/J DEFGRID3
* xyz 0 1
C -1.9664 0.7529 0.9755
C -1.7541 -0.5488 0.2222
N -0.6981 -0.3691 -0.7630
C 0.5893 -0.3753 -0.2730
O 0.9144 -0.6639 0.8603
O 1.4591 -0.0385 -1.2437
C 2.8133 0.0390 -0.8085
H -1.1212 0.9148 1.6517
H -1.9743 1.5793 0.2402
H -2.8931 0.7569 1.5570
H -1.4419 -1.3346 0.9129
H -2.6567 -0.8920 -0.2963
H -0.8754 0.4367 -1.3576
H 3.4111 0.1151 -1.7169
H 2.9564 0.9228 -0.1801
H 3.0863 -0.8496 -0.2355
*
```

Here are the natural (NBO) charges for atoms 1 to 4, given in e:
1. C -0.62
2. C -0.22
3. N -0.63
4. C 0.88

=====

The following is a DFT calculation (ωB97M-V with the def2-TZVPD basis set) of the molecule C4H9NO2.

Frontier orbital gap   10.882 eV
LUMO   0.95 eV
SMILES string   C[C@@H](O)C/N=C/O
Relative energy (zero: lowest compared OMol25 entry of this formula, charge and spin)   30.0 kcal per mole
Molar mass   103.121 g mol⁻¹
F_max   0.4 eV/Å
HOMO level   -9.9 eV

Geometry as ORCA input:
```
! wB97M-V def2-TZVPD RIJCOSX def2/J DEFGRID3
* xyz 0 1
C -2.2625 -0.7191 -0.0818
C -0.8935 -0.2622 -0.5442
O -0.9716 1.1300 -0.7925
C 0.1843 -0.5594 0.5008
N 1.4741 -0.1757 -0.0257
C 2.0838 0.8293 0.4316
O 3.2621 1.2058 -0.0927
H -2.2646 -1.8001 0.0914
H -3.0154 -0.4811 -0.8385
H -2.5367 -0.2143 0.8507
H -0.6162 -0.7961 -1.4675
H -0.1098 1.4055 -1.1324
H -0.0828 -0.0470 1.4406
H 0.2060 -1.6396 0.6915
H 3.4325 0.5526 -0.7936
H 1.7785 1.4887 1.2519
*
```

Here are the natural (NBO) charges for atoms 1 to 4, given in e:
1. C -0.62
2. C 0.09
3. O -0.72
4. C -0.26

=====

The following is a DFT calculation (ωB97M-V with the def2-TZVPD basis set) of a cluster of 2 separate species, C4H9NO2 in total.

Frontier orbital gap   10.055 eV
LUMO   0.79 eV
SMILES string   O[C@@H]1CN1.C=CO
Relative energy (zero: lowest compared OMol25 entry of this formula, charge and spin)   73.7 kcal per mole
Molar mass   103.121 g mol⁻¹
F_max   1.0 eV/Å
HOMO level   -9.3 eV

Geometry as ORCA input:
```
! wB97M-V def2-TZVPD RIJCOSX def2/J DEFGRID3
* xyz 0 1
C -1.0968 1.1984 1.0388
C 1.5033 -0.7401 -2.0394
C -0.7711 0.4413 2.0763
N 1.3793 0.3835 -1.1247
C 0.4063 -0.6782 -1.0536
O -2.3214 1.2843 0.4794
O 0.4328 -1.5720 0.0014
H -2.9522 0.7457 0.9775
H 2.0577 0.3521 -0.3694
H -0.3836 1.8136 0.5056
H 1.2987 -0.5080 -3.0750
H 2.2867 -1.4701 -1.8746
H -0.5860 -0.3905 -1.3905
H 0.2237 0.4529 2.4784
H 0.0224 -1.1516 0.7771
H -1.5001 -0.1612 2.5929
*
```

Here are the natural (NBO) charges for atoms 1 to 4, given in e:
1. C 0.18
2. C -0.27
3. C -0.61
4. N -0.63

=====

The following is a DFT calculation (ωB97M-V with the def2-TZVPD basis set) of the molecule C4H9NO2.

Frontier orbital gap   10.982 eV
LUMO   0.86 eV
SMILES string   C[C@@H](O)CC(N)=O
Relative energy (zero: lowest compared OMol25 entry of this formula, charge and spin)   8.5 kcal per mole
Molar mass   103.121 g mol⁻¹
F_max   0.3 eV/Å
HOMO level   -10.1 eV

Geometry as ORCA input:
```
! wB97M-V def2-TZVPD RIJCOSX def2/J DEFGRID3
* xyz 0 1
C 1.8167 1.1713 -0.3236
C 0.8987 -0.0104 -0.5990
O 1.3317 -1.0623 0.2397
C -0.5716 0.3726 -0.3107
C -1.3746 -0.8386 0.1222
O -1.2595 -1.9243 -0.4313
N -2.2236 -0.6430 1.1650
H 1.7567 1.4238 0.7427
H 1.5279 2.0516 -0.9103
H 2.8551 0.9136 -0.5547
H 0.9812 -0.3129 -1.6546
H 0.7903 -1.8326 0.0066
H -0.6117 1.1558 0.4554
H -1.0362 0.7811 -1.2164
H -2.6849 -1.4486 1.5593
H -2.1961 0.2029 1.7095
*
```

Here are the natural (NBO) charges for atoms 1 to 4, given in e:
1. C -0.62
2. C 0.11
3. O -0.73
4. C -0.53